No. 1
Computed, not measured: an isolated molecule of C4H8O2, with wB97M-V/def2-TZVPD.

Element x y z (Å)
O (1.6157, -0.5286, -0.2875)
C (0.8815, 0.6771, -0.2397)
C (-0.3719, 0.6044, 0.5557)
C (-0.4414, 0.8997, -0.9261)
O (-0.8681, -1.6915, -0.1796)
C (-0.7894, -0.8214, 0.9302)
H (2.4657, -0.3672, -0.7146)
H (0.0186, -1.7063, -0.5719)
H (1.5024, 1.5671, -0.1694)
H (-0.5741, 1.3652, 1.3096)
H (-0.9443, 0.1206, -1.4917)
H (-0.6251, 1.9146, -1.2649)
H (-1.7865, -0.8115, 1.3784)
H (-0.0831, -1.2222, 1.6715)

Values from the calculation:
E_HOMO: -9.809 eV
Energy above the lowest of the compared OMol25 structures with the same formula, charge and spin: 198.29 kJ/mol
Structure (SMILES): OC[C@@H]1C[C@@H]1O
2S+1: 1
Kohn-Sham gap: 10.5 eV
LUMO energy: 0.0251 Eh


No. 2
Computed, not measured: a structure of composition C2H2BrCl2NO in a non-equilibrium geometry, with wB97M-V/def2-TZVPD.

Element x y z (Å)
C (-0.7987, -1.2889, -0.2399)
C (0.8168, 0.7305, 0.6943)
N (-0.1497, -0.1596, -0.6520)
O (-0.4581, -1.9220, 0.7470)
Cl (-0.3761, 1.7421, 1.4188)
Cl (1.9897, 1.5683, -0.2838)
Br (-0.7176, 1.0666, -1.9254)
H (-1.4831, -1.5566, -1.0974)
H (1.1768, -0.1803, 1.3384)

Values from the calculation:
E_HOMO (alpha / beta): -6.322 / -10.550 eV
2S+1: 3
Kohn-Sham gap (alpha / beta): 6.6 / 7.3 eV
LUMO energy (alpha / beta): 0.0090 / -0.1194 Eh


no.,molecular weight (Da),energy (Eh)
1,88.106,-307.636905
2,206.854,-3701.589554